[1]
19
Properties=species:S:1:pos:R:3 method="wB97M-V/def2-TZVPD" de_lowest_kj_mol=62.7 e_homo_ev=-2.16 e_tot_ev=-8916.414 charge=-1 fmax_ha_per_bohr=0.023
C -1.8060 0.7944 0.2977
O -0.5865 1.2290 0.8156
C -2.7313 0.3688 1.4163
H -1.6630 -0.0734 -0.3587
H -2.2713 1.5760 -0.3212
H -3.6556 -0.1236 1.0894
H -3.0618 1.2289 2.0186
H -2.2014 -0.2564 2.1346
C 0.2661 -2.0486 -1.2330
C 1.1077 -0.9728 -1.1658
N 1.4455 -0.2455 -0.0941
C 2.6707 0.5159 -0.2322
H -0.2613 -2.3720 -0.3404
H 0.0362 -2.5334 -2.1721
H 1.5312 -0.6487 -2.1378
H 0.2300 0.6430 0.5090
H 3.4428 0.1517 0.4603
H 3.0775 0.4670 -1.2539
H 2.4703 1.5655 0.0214

[2]
13
Properties=species:S:1:pos:R:3 method="wB97M-V/def2-TZVPD" de_lowest_kj_mol=112.4 e_homo_ev=-11.18 e_tot_ev=-7798.479 smiles=CC(C)(O)C#N fmax_ha_per_bohr=0.024
C -0.8745 -1.0725 -0.0760
C -0.0060 0.1765 0.1952
C 1.3754 0.0029 -0.4785
O 0.1823 0.5023 1.5852
C -0.6865 1.3942 -0.2903
N -1.2636 2.3795 -0.4707
H -0.4026 -1.9646 0.3513
H -1.8813 -0.9673 0.3360
H -0.9800 -1.2498 -1.1554
H 2.1135 0.5964 0.0638
H 1.3521 0.3457 -1.5206
H 1.6999 -1.0464 -0.4918
H -0.6286 0.9032 1.9517

[3]
47
Properties=species:S:1:pos:R:3 method="wB97M-V/def2-TZVPD" e_homo_ev=-7.71 e_tot_ev=-92307.873 fmax_ha_per_bohr=0.005
Zn 0.3232 -0.4014 -1.1585
C -2.6817 -3.2729 -2.3779
C -3.5701 -3.3142 -1.3072
C -3.2143 -2.7216 -0.1207
C -1.9745 -2.0798 0.0038
N -1.1381 -2.0046 -1.0503
C -1.4963 -2.5998 -2.2002
N -1.6972 -1.6024 1.2819
C -0.6282 -0.9670 1.6124
N 0.4055 -0.5293 0.8309
C 1.3617 0.0531 1.6157
N 2.5021 0.5519 1.2885
C 3.0410 0.5125 0.0062
C 4.2961 1.1257 -0.1157
C 4.9736 1.0836 -1.3091
C 4.3990 0.4220 -2.3911
C 3.1525 -0.1285 -2.2150
N 2.4715 -0.0875 -1.0574
C 0.8934 0.0260 3.0292
C 1.4719 0.4825 4.1952
C 0.7632 0.2871 5.3775
C -0.4778 -0.3498 5.3757
C -1.0471 -0.8098 4.1914
C -0.3361 -0.6046 3.0273
H -2.9084 -3.7315 -3.3293
H -4.5269 -3.8119 -1.4024
H -3.8532 -2.7447 0.7501
H -0.7937 -2.4980 -3.0159
H 4.7034 1.6047 0.7625
H 5.9440 1.5547 -1.4016
H 4.8937 0.3516 -3.3488
H 2.6448 -0.6141 -3.0373
H 2.4373 0.9710 4.1807
H 1.1806 0.6321 6.3148
H -1.0036 -0.4889 6.3117
H -2.0070 -1.3089 4.1738
S 0.0202 0.1737 -3.5292
C -0.9089 1.4192 -2.7400
C -1.6407 2.4188 -3.3978
C -2.3322 3.3421 -2.6473
C -2.3037 3.2814 -1.2531
C -1.5650 2.2760 -0.6722
N -0.8898 1.3775 -1.3936
H -1.6495 2.4448 -4.4781
H -2.9009 4.1194 -3.1429
H -2.8386 3.9931 -0.6410
H -1.4952 2.1664 0.4043

[4]
97
Properties=species:S:1:pos:R:3 method="wB97M-V/def2-TZVPD" de_lowest_kj_mol=0.0 e_homo_ev="-13.48 / -13.85" e_tot_ev=-96117.758 spin_multiplicity=3 charge=+2 fmax_ha_per_bohr=0.010
Au 1.0228 0.4898 0.6335
C 2.2457 -2.5259 2.5017
P 2.0818 -0.7270 2.4983
C 1.2991 -0.2833 4.0655
C 3.7500 -0.0220 2.5693
C 4.6265 -0.4822 3.5534
C 5.8817 0.0871 3.6958
C 6.2723 1.1199 2.8524
C 5.4137 1.5700 1.8622
C 4.1479 1.0039 1.7083
P 3.0756 1.5718 0.3559
C 3.1004 3.3768 0.3906
C 3.9340 1.0932 -1.1591
H 2.5288 -2.8595 3.5013
H 2.9997 -2.8318 1.7773
H 1.2893 -2.9782 2.2352
H 1.8928 -0.6770 4.8915
H 0.2926 -0.7038 4.1060
H 1.2358 0.8011 4.1453
H 4.3286 -1.2857 4.2198
H 6.5519 -0.2714 4.4673
H 7.2506 1.5725 2.9640
H 5.7457 2.3622 1.1996
H 4.1277 3.7352 0.3374
H 2.6308 3.7437 1.3016
H 2.5503 3.7553 -0.4709
H 4.9088 1.5793 -1.1901
H 3.3428 1.4018 -2.0218
H 4.0526 0.0115 -1.1840
O 1.3861 -0.9538 -1.3312
S 1.1784 -2.4629 -1.3108
C -0.0726 -2.8152 -2.5253
C -0.8160 -3.9766 -2.3770
C -1.7728 -4.2821 -3.3359
C -1.9776 -3.4232 -4.4071
C -1.2316 -2.2547 -4.5302
C -0.2677 -1.9411 -3.5839
C 2.6045 -3.1500 -2.1230
C 3.3221 -2.3802 -3.0253
C 4.4065 -2.9549 -3.6711
C 4.7570 -4.2747 -3.4087
C 4.0298 -5.0294 -2.4989
C 2.9447 -4.4656 -1.8424
H -0.6485 -4.6356 -1.5308
H -2.3597 -5.1873 -3.2430
H -2.7239 -3.6650 -5.1544
H -1.3961 -1.5907 -5.3695
H 0.3214 -1.0345 -3.6560
H 3.0282 -1.3548 -3.2181
H 4.9740 -2.3739 -4.3870
H 5.6035 -4.7167 -3.9177
H 4.3082 -6.0553 -2.2958
H 2.3684 -5.0445 -1.1270
C -2.1927 1.5552 3.8573
C -3.4703 2.0230 3.1748
C -3.4432 3.5232 2.9299
C -4.6914 1.6237 3.9774
O -3.5879 1.3239 1.9032
Si -2.7469 1.2029 0.5531
S -1.1753 -0.3334 1.0757
O -1.8940 2.4963 0.1656
C -1.5201 3.2765 -1.0077
C -0.0878 3.7081 -0.7610
C -2.4490 4.4719 -1.0723
C -1.6160 2.4298 -2.2666
O -3.5635 0.5497 -0.6451
C -4.2863 -0.6853 -0.9454
C -4.7659 -1.3458 0.3386
C -5.4595 -0.2785 -1.8137
C -3.3294 -1.5892 -1.7067
H -2.0832 2.0192 4.8383
H -1.3206 1.8268 3.2451
H -2.2214 0.4682 3.9828
H -3.3562 4.0529 3.8806
H -4.3683 3.8399 2.4420
H -2.6009 3.8023 2.2916
H -4.6446 2.0705 4.9723
H -4.7478 0.5382 4.0815
H -5.5986 1.9746 3.4833
H -0.0196 4.3123 0.1458
H 0.2836 4.2921 -1.6047
H 0.5464 2.8211 -0.6420
H -2.4135 5.0320 -0.1366
H -3.4766 4.1431 -1.2425
H -2.1580 5.1359 -1.8877
H -0.9775 1.5416 -2.1855
H -1.2904 3.0145 -3.1279
H -2.6412 2.1009 -2.4373
H -5.3987 -0.6648 0.9118
H -3.9212 -1.6457 0.9677
H -5.3428 -2.2396 0.0977
H -6.1571 0.3428 -1.2476
H -5.9890 -1.1656 -2.1660
H -5.1107 0.2874 -2.6796
H -2.4439 -1.8041 -1.0957
H -3.0016 -1.1158 -2.6349
H -3.8139 -2.5375 -1.9473

[5]
13
Properties=species:S:1:pos:R:3 method="wB97M-V/def2-TZVPD" de_lowest_kj_mol=26.6 e_homo_ev=-4.70 e_tot_ev=-16423.986 charge=-1 fmax_ha_per_bohr=0.007
I 0.4007 -1.0080 -0.1907
O 2.6457 -2.2585 2.5663
H 2.0027 -1.8074 1.9889
H 3.1285 -1.5412 2.9883
O -0.9689 1.0058 2.5145
H -0.9588 0.1907 3.0247
H -0.5452 0.7494 1.6713
O -0.4126 0.2382 -3.7879
H 0.0185 -0.4550 -4.2980
H -0.2486 -0.0169 -2.8610
O -1.6364 2.0175 -1.2979
H -2.4155 1.4744 -1.4499
H -1.0100 1.4112 -0.8686

[6]
7
Properties=species:S:1:pos:R:3 method="wB97M-V/def2-TZVPD" de_lowest_kj_mol=442.9 e_homo_ev="-3.31 / -3.31" e_tot_ev=-18712.405 charge=-1 fmax_ha_per_bohr=0.150
C 0.3110 -0.9182 -1.1883
O 1.6633 -1.0991 -2.0758
O 0.5841 -2.5713 0.5338
F -1.5603 -1.9125 0.3245
S -0.3787 -2.4990 -0.5086
H -1.1757 -0.8947 -2.2132
H 0.0886 0.1453 -0.9817